Record 1
The following is a DFT calculation (ωB97M-V/def2-TZVPD) of a 2-piece molecular cluster, C2H10OSi2 overall in a non-equilibrium geometry.

XYZ file:
```
15
Properties=species:S:1:pos:R:3:lowdin_charge:R:1
C 2.59 1.56 -0.14 -0.135
C 0.40 -0.73 0.55 -0.300
O 1.42 1.40 -0.92 -0.383
Si -3.72 -0.94 0.48 0.596
Si 0.15 0.45 -0.88 0.545
H 3.45 1.04 -0.62 0.095
H 2.51 1.22 0.89 0.076
H 2.86 2.59 -0.19 0.070
H 1.33 -1.21 0.42 -0.014
H 0.37 -0.35 1.65 0.071
H -0.32 -1.61 0.41 -0.007
H -3.57 0.17 -0.53 -0.164
H -2.35 -1.58 0.53 -0.181
H -4.89 -1.74 0.51 -0.210
H -0.25 -0.29 -2.17 -0.059
```

## Properties
Highest occupied orbital energy (spin up / spin down)   -7.711 / -6.778 eV
F_max   2.6 eV Å⁻¹

Record 2
The following is a DFT calculation (ωB97M-V/def2-TZVPD) of a 13-piece molecular cluster, C45H76Br2O36 overall in a non-equilibrium geometry.

XYZ file:
```
159
Properties=species:S:1:pos:R:3:lowdin_spin:R:1
C 0.57 1.90 0.06 0.005
C -0.16 0.72 0.69 0.006
C -0.71 -0.26 -0.30 0.009
O -0.19 -1.51 0.12 0.029
C 0.55 -1.34 1.14 0.068
O 1.10 -2.33 1.68 0.799
O 0.74 -0.07 1.41 0.025
H 1.17 2.40 0.82 0.000
H -0.17 2.56 -0.39 0.001
H 1.16 1.46 -0.74 0.000
H -1.01 0.99 1.31 0.000
H -0.45 -0.02 -1.33 0.002
H -1.80 -0.27 -0.16 0.000
C 2.04 3.34 -3.24 0.000
C 1.08 4.40 -3.83 0.000
C 1.70 5.74 -4.11 0.000
O 1.47 6.02 -5.49 0.000
C 1.03 4.93 -6.08 0.000
O 0.91 4.70 -7.30 0.000
O 0.65 4.01 -5.14 0.000
H 3.00 3.48 -3.73 0.000
H 1.70 2.33 -3.47 0.000
H 2.22 3.35 -2.16 0.000
H 0.32 4.41 -3.04 0.000
H 2.76 5.67 -3.88 0.000
H 1.27 6.53 -3.49 0.000
C 3.17 0.85 4.00 0.000
C 4.26 1.29 3.01 0.000
C 4.69 0.36 1.88 0.000
O 4.70 1.10 0.73 0.000
C 4.12 2.29 1.00 0.000
O 3.82 3.18 0.18 0.000
O 3.79 2.40 2.28 0.000
H 2.17 0.72 3.59 0.000
H 3.12 1.65 4.74 0.000
H 3.55 -0.02 4.52 0.000
H 5.15 1.57 3.56 0.000
H 3.94 -0.39 1.66 0.000
H 5.60 -0.17 2.15 0.000
C 2.98 -1.44 -1.51 0.000
C 4.22 -1.96 -2.30 0.000
C 3.83 -2.90 -3.43 0.000
O 4.56 -2.27 -4.46 0.000
C 5.02 -1.09 -4.18 0.000
O 5.73 -0.36 -4.89 0.000
O 4.63 -0.79 -2.98 0.000
H 2.09 -1.39 -2.13 0.000
H 3.17 -0.42 -1.17 0.000
H 2.76 -2.02 -0.62 0.000
H 5.01 -2.32 -1.64 0.000
H 2.78 -2.93 -3.74 0.000
H 4.16 -3.90 -3.14 0.000
C -3.84 -4.56 3.58 0.000
C -3.73 -3.56 2.38 0.000
C -5.00 -2.69 2.18 0.000
O -4.48 -1.40 2.40 0.000
C -3.17 -1.36 2.72 0.000
O -2.45 -0.37 2.87 0.000
O -2.72 -2.62 2.78 0.000
H -2.95 -5.13 3.83 0.000
H -4.63 -5.30 3.45 0.000
H -4.10 -3.99 4.48 0.000
H -3.56 -4.02 1.41 0.000
H -5.84 -2.98 2.82 0.000
H -5.40 -2.78 1.17 0.000
C 6.10 -5.27 -0.68 0.000
C 5.12 -5.49 0.49 0.000
C 5.83 -5.63 1.80 0.000
O 5.54 -4.43 2.51 0.001
C 4.58 -3.67 1.88 0.001
O 3.93 -2.71 2.30 0.015
O 4.37 -4.26 0.62 0.001
H 5.47 -4.96 -1.51 0.000
H 6.59 -6.17 -1.04 0.000
H 6.80 -4.49 -0.36 0.000
H 4.44 -6.33 0.31 0.000
H 6.90 -5.81 1.73 0.000
H 5.32 -6.49 2.24 0.000
C -0.86 0.85 -7.17 0.000
C 0.02 -0.31 -6.66 0.000
C 1.20 0.25 -5.80 0.000
O 1.09 -0.35 -4.52 0.000
C -0.01 -1.16 -4.59 0.000
O -0.42 -1.78 -3.58 0.000
O -0.70 -1.06 -5.74 0.000
H -1.70 0.32 -7.62 0.000
H -0.35 1.49 -7.88 0.000
H -1.24 1.50 -6.38 0.000
H 0.47 -1.00 -7.37 0.000
H 1.27 1.33 -5.86 0.000
H 2.18 -0.11 -6.12 0.000
Br 2.31 -5.54 -1.82 0.001
C 0.89 -6.11 -0.49 0.000
C -0.28 -5.21 -0.42 0.004
Br -1.57 -6.05 0.86 0.002
H 1.52 -6.18 0.40 0.000
H 0.67 -7.15 -0.72 0.000
H -0.80 -5.01 -1.36 0.000
H -0.09 -4.26 0.09 0.002
C -4.22 5.63 -4.06 0.000
O -3.25 4.74 -3.59 0.000
C -3.10 3.49 -4.19 0.000
O -3.70 3.01 -5.20 0.000
O -2.26 2.86 -3.34 0.000
C -1.97 1.51 -3.62 0.000
H -4.27 5.89 -5.11 0.000
H -4.21 6.56 -3.48 0.000
H -5.26 5.38 -3.84 0.000
H -2.70 0.97 -4.22 0.000
H -2.04 1.00 -2.66 0.000
H -1.01 1.34 -4.12 0.000
C -6.55 5.22 -1.52 0.000
O -5.27 4.74 -1.11 0.000
C -5.07 3.88 -0.13 0.000
O -5.87 3.64 0.81 0.000
O -3.87 3.22 -0.36 0.000
C -3.42 2.34 0.62 0.000
H -6.95 4.73 -2.40 0.000
H -6.37 6.26 -1.79 0.000
H -7.37 5.15 -0.81 0.000
H -2.81 2.78 1.41 0.000
H -2.93 1.50 0.13 0.000
H -4.28 1.93 1.15 0.000
C -0.94 1.84 4.75 0.000
O -0.11 2.08 5.86 0.000
C 0.21 3.37 6.17 0.000
O -0.19 4.36 5.54 0.000
O 1.10 3.38 7.26 0.000
C 1.64 4.60 7.70 0.000
H -0.90 0.76 4.61 0.000
H -0.61 2.33 3.83 0.000
H -1.94 2.10 5.10 0.000
H 2.16 4.49 8.65 0.000
H 1.00 5.48 7.76 0.000
H 2.48 4.92 7.08 0.000
C -3.29 -2.87 -2.66 0.000
O -4.57 -2.54 -2.16 0.000
C -4.74 -1.37 -1.49 0.000
O -3.87 -0.54 -1.21 0.000
O -6.06 -1.33 -1.12 0.000
C -6.59 -0.27 -0.32 0.000
H -2.83 -1.95 -3.03 0.000
H -3.39 -3.61 -3.46 0.000
H -2.59 -3.36 -1.97 0.000
H -6.16 -0.33 0.68 0.000
H -7.67 -0.31 -0.27 0.000
H -6.34 0.71 -0.73 0.000
C 0.65 -1.61 4.84 0.009
O 1.00 -0.96 5.99 0.007
C 0.29 -0.93 7.07 0.001
O -0.87 -1.32 7.13 0.004
O 1.00 -0.39 7.99 0.000
C 0.63 -0.30 9.31 0.000
H -0.09 -1.30 4.11 0.000
H 0.51 -2.66 5.11 0.000
H 1.55 -1.50 4.22 0.006
H 0.02 -1.17 9.56 0.000
H 0.09 0.62 9.53 0.000
H 1.52 -0.35 9.94 0.000
```

## Properties
Highest occupied orbital energy (spin up / spin down)   -12.319 / -12.319 eV
Multiplicity   2
Total charge   +1
F_max   5.2 eV Å⁻¹

Record 3
The following is a DFT calculation (ωB97M-V/def2-TZVPD) of C31H40MoN6O7PS4 as an isolated structure in a non-equilibrium geometry.

XYZ file:
```
90
Properties=species:S:1:pos:R:3:lowdin_charge:R:1
Mo 10.47 10.13 16.60 1.479
O 12.82 15.26 18.25 0.165
C 12.48 14.58 19.33 -0.463
O 12.65 14.98 20.45 0.173
C 11.83 13.24 19.08 0.003
C 11.59 12.34 20.09 0.077
N 11.18 11.20 19.55 0.084
N 11.02 11.33 18.22 -0.077
C 11.47 12.52 17.97 -0.160
C 11.31 12.96 16.55 -0.530
O 11.43 14.06 16.10 0.170
O 10.93 11.96 15.81 -0.186
H 12.51 14.93 17.39 0.087
H 11.68 12.47 21.15 0.164
H 10.86 10.35 19.99 0.173
S 6.03 9.54 17.96 0.357
S 6.31 8.53 16.43 0.187
S 8.15 7.72 16.48 0.160
S 9.16 8.72 17.91 0.119
C 7.67 9.49 8.00 0.011
O 8.32 9.96 9.24 -0.104
C 9.27 10.95 9.22 -0.218
C 9.76 11.66 8.13 0.010
C 10.73 12.61 8.32 -0.049
C 11.28 12.87 9.58 -0.043
C 10.83 12.10 10.66 -0.031
C 9.91 11.09 10.45 -0.175
N 9.59 10.15 11.53 0.169
C 9.10 10.31 12.72 0.041
C 8.67 11.48 13.43 -0.114
C 8.24 12.64 12.72 0.026
C 7.84 13.77 13.41 -0.016
C 7.67 13.67 14.80 -0.012
C 7.98 12.50 15.46 -0.026
C 8.50 11.38 14.83 -0.356
O 8.83 10.26 15.49 -0.428
H 8.40 8.89 7.47 0.099
H 7.37 10.39 7.43 0.102
H 6.81 8.91 8.33 0.098
H 9.25 11.63 7.16 0.132
H 11.03 13.25 7.50 0.129
H 12.06 13.63 9.71 0.121
H 11.27 12.27 11.64 0.122
H 9.60 9.21 11.15 0.175
H 8.91 9.39 13.26 0.144
H 8.46 12.69 11.66 0.116
H 7.65 14.73 12.91 0.135
H 7.32 14.54 15.36 0.135
H 7.82 12.43 16.57 0.139
O 11.87 9.14 16.14 -0.455
P 13.38 8.63 15.87 0.688
N 13.52 8.09 14.34 -0.169
C 12.80 6.91 13.71 -0.139
C 13.90 6.26 12.91 -0.149
C 15.07 7.27 12.84 -0.140
C 14.56 8.60 13.39 -0.153
N 13.53 7.51 17.03 -0.182
C 13.01 7.69 18.40 -0.170
C 13.50 6.40 19.13 -0.131
C 13.86 5.41 18.02 -0.153
C 14.44 6.33 16.98 -0.150
N 14.26 9.95 16.09 -0.193
C 13.98 11.15 15.25 -0.174
C 14.83 12.19 15.93 -0.137
C 16.13 11.38 16.14 -0.122
C 15.57 10.06 16.74 -0.146
H 12.11 7.33 13.02 0.099
H 12.32 6.27 14.49 0.135
H 13.64 5.94 11.92 0.110
H 14.30 5.38 13.42 0.116
H 15.46 7.39 11.82 0.128
H 15.89 6.93 13.47 0.117
H 14.12 9.20 12.60 0.126
H 15.30 9.21 13.88 0.101
H 11.94 7.67 18.33 0.062
H 13.31 8.56 18.95 0.107
H 12.82 5.99 19.88 0.124
H 14.44 6.61 19.65 0.118
H 13.01 4.82 17.67 0.123
H 14.61 4.71 18.40 0.131
H 14.47 5.93 15.96 0.112
H 15.42 6.67 17.34 0.131
H 12.93 11.29 15.21 0.070
H 14.33 10.98 14.25 0.105
H 14.46 12.56 16.88 0.112
H 14.96 13.08 15.26 0.148
H 16.80 11.84 16.83 0.117
H 16.66 11.18 15.22 0.120
H 15.45 10.13 17.84 0.125
H 16.24 9.21 16.55 0.124
```

## Properties
Highest occupied orbital energy (spin up / spin down)   -15.291 / -15.291 eV
Total charge   +3
F_max   4.0 eV Å⁻¹

Record 4
The following is a DFT calculation (ωB97M-V/def2-TZVPD) of C2H3N4 as an isolated structure in a non-equilibrium geometry.

XYZ file:
```
9
Properties=species:S:1:pos:R:3:lowdin_charge:R:1
C 0.10 1.12 -1.56 0.074
C 1.10 0.36 0.01 0.002
N 1.19 1.31 -0.97 0.209
N -0.88 0.48 -1.00 0.170
N -0.19 -0.05 0.05 -0.213
N -0.77 -0.90 0.85 0.180
H 1.83 0.27 0.87 0.185
H -1.85 -0.67 0.90 0.209
H -0.52 -1.93 0.87 0.184
```

## Properties
Highest occupied orbital energy (spin up / spin down)   -15.937 / -16.248 eV
Total charge   +1
F_max   3.4 eV Å⁻¹

Record 5
The following is a DFT calculation (ωB97M-V/def2-TZVPD) of C23H16Cl5IN4O5SSm as an isolated structure in a non-equilibrium geometry.

XYZ file:
```
56
Properties=species:S:1:pos:R:3:lowdin_spin:R:1
Sm 0.07 0.05 -0.65 5.037
C 3.53 2.17 1.00 0.000
C 2.27 2.59 1.67 0.000
N 2.27 3.79 2.26 0.000
C 1.09 4.15 2.84 -0.001
C -0.09 3.45 2.90 0.000
C -1.28 4.08 3.55 0.000
O -1.75 3.39 4.71 0.000
C -0.17 2.19 2.24 -0.001
C -1.33 1.44 2.20 0.001
N -1.51 0.36 1.43 -0.006
C -2.69 -0.35 1.59 0.000
C -3.91 0.25 1.93 0.000
C -5.05 -0.52 2.11 0.000
C -5.00 -1.90 1.94 0.000
C -3.81 -2.50 1.56 0.000
C -2.68 -1.73 1.39 0.000
I -0.92 -2.62 0.69 -0.004
C 1.13 1.73 1.64 0.001
O 1.22 0.56 1.13 -0.005
H 3.92 3.00 0.42 0.000
H 3.37 1.31 0.36 0.000
H 4.28 1.91 1.76 0.000
H 1.11 5.14 3.31 0.000
H -2.13 4.10 2.86 0.000
H -1.03 5.11 3.80 0.000
H -0.99 3.23 5.28 0.000
H -2.11 1.74 2.90 0.000
H -3.96 1.32 2.02 0.000
H -5.98 -0.03 2.35 0.000
H -5.90 -2.49 2.07 0.000
H -3.76 -3.57 1.40 0.000
Cl 4.13 6.12 -2.70 0.000
C 2.88 5.04 -2.18 0.000
C 2.92 3.69 -2.53 0.000
Cl 4.22 3.08 -3.49 0.000
C 1.93 2.83 -2.08 0.000
Cl 1.94 1.15 -2.48 -0.002
C 0.85 3.24 -1.27 0.000
O -0.02 2.40 -0.85 -0.006
C 0.82 4.62 -0.96 0.000
Cl -0.50 5.17 0.00 0.000
C 1.81 5.49 -1.40 0.000
Cl 1.75 7.15 -0.94 0.000
N 3.01 -1.06 -0.53 0.000
C 2.95 -2.04 -1.62 0.000
C 1.51 -2.51 -1.57 0.000
O 1.28 -3.58 -1.01 0.000
O 0.64 -1.65 -2.00 -0.004
H 3.91 -0.59 -0.51 0.000
H 2.91 -1.53 0.37 0.000
H 3.62 -2.89 -1.50 0.000
H 3.16 -1.53 -2.56 0.000
S -4.78 0.65 -1.87 0.001
C -3.20 0.35 -1.70 0.001
N -2.05 0.12 -1.57 -0.011
```

## Properties
Highest occupied orbital energy (spin up / spin down)   -5.474 / -5.480 eV
Multiplicity   6
Total charge   -1
F_max   4.5 eV Å⁻¹

Record 6
The following is a DFT calculation (ωB97M-V/def2-TZVPD) of C33H49AsF3I2N7O6PbS4Si3 as an isolated structure in a non-equilibrium geometry.

XYZ file:
```
109
Properties=species:S:1:pos:R:3:lowdin_charge:R:1
Pb -15.68 7.86 13.50 1.271
O -15.16 7.38 10.78 -0.246
C -15.63 6.04 10.33 -0.203
C -17.11 5.81 10.58 -0.112
C -18.11 7.02 10.85 -0.279
C -18.14 8.21 9.90 -0.144
C -19.39 8.79 9.57 -0.006
C -19.39 9.95 8.79 -0.061
C -18.21 10.39 8.20 -0.066
C -17.06 9.73 8.51 -0.127
N -16.95 8.73 9.40 0.108
H -15.65 7.99 10.12 0.044
H -15.06 5.26 10.90 0.132
H -15.47 5.99 9.27 0.105
H -17.24 5.20 11.46 0.062
H -17.50 5.08 9.82 0.137
H -18.86 7.88 12.50 0.101
H -19.13 6.59 10.77 0.139
H -20.33 8.46 10.09 0.133
H -20.38 10.40 8.74 0.104
H -18.11 11.28 7.52 0.120
H -16.11 9.98 8.09 0.106
I -16.08 4.45 14.52 0.610
C -14.68 2.76 15.11 -1.044
I -13.22 1.86 13.83 0.664
H -15.45 1.97 15.23 -0.060
H -14.18 3.15 15.98 -0.127
N -16.72 8.54 20.14 0.090
C -17.23 8.78 18.90 -0.303
C -17.52 7.72 17.96 -0.014
C -18.00 7.96 16.68 -0.081
C -18.30 9.27 16.33 -0.332
C -17.99 10.33 17.16 -0.082
C -17.45 10.11 18.42 -0.019
S -18.72 9.78 14.73 0.612
O -19.10 11.17 14.67 -0.306
O -19.54 8.79 14.08 -0.324
N -17.22 9.64 14.08 -0.232
C -16.36 10.64 13.84 -0.504
N -16.55 11.86 14.32 0.138
C -15.69 12.77 13.89 -0.145
C -14.57 12.54 13.16 -0.077
C -14.40 11.23 12.73 -0.068
N -15.26 10.21 13.10 -0.022
H -16.33 7.62 20.34 0.064
H -16.22 9.29 20.59 0.093
H -17.39 6.65 18.31 0.126
H -18.25 7.09 16.05 0.110
H -18.21 11.31 16.83 0.090
H -17.44 10.95 19.13 0.112
H -16.08 13.81 13.98 0.124
H -13.83 13.28 12.91 0.096
H -13.61 10.81 12.09 0.123
S -12.27 9.06 16.71 0.443
C -12.72 7.56 16.12 -1.365
S -12.77 7.13 14.49 0.320
C -13.16 6.62 17.14 -0.453
C -13.65 7.09 18.35 -0.315
N -14.20 7.41 19.33 0.112
C -12.93 5.25 17.09 -0.273
N -12.81 4.10 17.09 0.108
C -10.73 5.41 9.31 -0.214
Si -8.79 5.87 9.68 0.309
C -7.75 5.50 8.26 -0.235
C -8.18 4.86 11.20 -0.212
As -9.12 8.12 10.41 0.771
Si -7.15 8.59 11.55 0.213
C -7.40 8.30 13.48 -0.212
C -6.64 10.40 11.30 -0.252
C -5.73 7.44 11.21 -0.240
Si -9.06 9.23 8.24 0.254
C -10.30 8.13 7.26 -0.245
C -7.47 9.40 7.32 -0.239
C -9.72 10.95 8.47 -0.231
H -10.99 4.52 9.88 0.011
H -10.62 5.07 8.27 -0.004
H -11.52 6.18 9.31 0.008
H -7.22 4.62 8.60 0.016
H -7.12 6.31 7.82 0.034
H -8.31 5.13 7.40 0.027
H -7.56 4.03 10.96 0.006
H -9.06 4.54 11.84 0.058
H -7.64 5.47 11.90 -0.021
H -7.20 9.28 13.93 0.015
H -6.63 7.67 13.88 0.000
H -8.42 7.91 13.69 0.033
H -5.87 10.78 12.04 0.041
H -7.54 11.09 11.34 0.035
H -6.38 10.39 10.20 0.012
H -5.98 6.40 11.16 -0.007
H -5.00 7.51 12.01 0.026
H -5.20 7.68 10.29 0.019
H -9.83 7.16 6.84 0.047
H -10.55 8.76 6.40 0.013
H -11.29 7.91 7.76 0.039
H -6.73 8.62 7.55 0.014
H -6.96 10.36 7.46 0.027
H -7.70 9.29 6.24 0.036
H -10.69 10.96 8.08 -0.007
H -9.07 11.64 7.91 0.032
H -9.85 11.32 9.50 0.030
F -18.15 0.41 5.67 -0.125
C -16.77 0.57 5.48 -0.652
F -16.33 -0.38 4.60 -0.092
F -16.24 0.21 6.72 -0.128
S -19.41 0.64 13.67 0.882
O -18.05 0.53 13.14 -0.442
O -17.97 7.48 12.21 -0.212
O -20.25 -0.45 13.29 -0.446
```

## Properties
Highest occupied orbital energy   -0.882 eV
Total charge   -2
F_max   4.1 eV Å⁻¹